DFT (ωB97M-V with the def2-TZVPD basis set) results for C8H16N2O3 in the gas phase in a non-equilibrium geometry.

Results
Energy above the lowest of the compared OMol25 structures with the same formula, charge and spin   2.807 eV
Electronic energy   -649.61573 hartree
HOMO level   -7.94 eV
SMILES   C[N+](C)(CCCNC=O)CC(=O)[O-]

Atoms and positions in Å:
O: 0.50918 0.80324 2.87641
O: 1.40654 -0.13739 -3.07184
O: -0.65295 -0.34586 -3.81010
C: -0.42883 1.56982 3.09862
C: 0.25259 -0.63743 -3.01767
N: -1.03051 2.35246 2.10249
C: -0.56035 2.40659 0.68981
C: -0.79934 1.10970 -0.09991
C: 1.76285 -1.68998 -0.46744
C: -0.41233 -1.84667 0.55601
C: -0.28028 -1.39059 -1.78835
C: 0.51193 0.31570 -0.23886
N: 0.38632 -1.14173 -0.47410
H: -0.76904 1.65261 4.11493
H: -1.71783 3.03551 2.41056
H: 0.51061 2.70141 0.68959
H: -1.07102 3.24011 0.21592
H: -1.18119 1.35705 -1.10038
H: -1.56020 0.50142 0.42251
H: 2.13320 -1.86856 0.54571
H: 1.87299 -2.62112 -1.07373
H: 2.42565 -0.99366 -0.94471
H: -0.29410 -2.93693 0.49640
H: -0.10686 -1.54563 1.55296
H: -1.47080 -1.61334 0.43350
H: -0.28410 -2.49841 -2.03811
H: -1.33220 -1.06612 -1.72233
H: 1.05770 0.79231 -1.02540
H: 1.12235 0.49550 0.66752

Atomic forces in eV per Å
-1.0 0.6 -0.1
0.2 -1.4 1.1
-0.8 -1.1 -0.1
1.2 0.0 -2.5
0.5 3.1 -0.9
0.5 -0.7 1.2
0.4 0.1 0.8
-0.2 -0.6 0.1
1.3 -1.1 -0.5
-0.5 -0.2 0.7
-0.8 -1.4 -1.2
-0.2 1.7 1.6
0.3 -0.7 -0.4
-0.8 0.5 0.5
0.3 -0.4 -0.2
-0.4 -0.4 0.0
-0.2 0.0 0.1
0.0 -0.2 0.3
0.2 0.5 -0.2
-0.5 0.1 0.0
-0.6 0.6 0.6
0.1 0.5 -0.3
0.2 0.4 -0.4
0.2 0.3 0.0
0.2 0.0 -0.1
0.1 1.2 0.7
0.5 -0.2 0.3
0.4 -0.5 -0.9
-0.5 -0.6 -0.2